Below is the molecule C20H34N2O, with properties calculated with the ωB97M-V functional and the def2-TZVPD basis.

Atoms and positions in Å:
C1 0.9092 -2.8199 3.2502
C2 -0.0206 -2.5713 2.0794
O1 -0.1713 -3.4026 1.2034
N1 -0.6551 -1.3723 2.0315
C3 -1.4750 -1.1122 0.8582
C4 -0.6309 -0.7550 -0.3678
C5 0.1803 0.5309 -0.1774
C6 0.9620 0.8387 -1.4216
C7 2.2062 0.2674 -1.6396
C8 2.9138 0.5155 -2.8027
C9 2.4020 1.3433 -3.7940
C10 3.1405 1.6433 -5.0892
C11 4.5023 0.9479 -5.1674
C12 3.3708 3.1572 -5.1977
C13 2.2884 1.1606 -6.2716
C14 1.1508 1.9114 -3.5696
C15 0.4438 1.6645 -2.4092
C16 -0.6041 -0.3770 3.0793
C17 -1.6089 -0.6279 4.2135
C18 -3.0627 -0.4797 3.7656
N2 -3.9710 -0.4033 4.8991
C19 -5.2707 0.0927 4.4946
C20 -4.0993 -1.6714 5.5878
H1 0.3958 -2.7327 4.2030
H2 1.3060 -3.8267 3.1506
H3 1.7374 -2.1139 3.2296
H4 -2.0435 -2.0195 0.6330
H5 -2.1683 -0.3028 1.0875
H6 -1.2968 -0.6384 -1.2250
H7 0.0446 -1.5845 -0.5784
H8 0.8647 0.4035 0.6640
H9 -0.4978 1.3584 0.0476
H10 2.6315 -0.3834 -0.8883
H11 3.8774 0.0472 -2.9210
H12 4.9846 1.2003 -6.1097
H13 4.3925 -0.1332 -5.1257
H14 5.1541 1.2722 -4.3593
H15 3.9541 3.5102 -4.3497
H16 3.9140 3.3893 -6.1115
H17 2.4306 3.7015 -5.2139
H18 2.0979 0.0928 -6.1855
H19 2.8088 1.3446 -7.2093
H20 1.3320 1.6749 -6.3064
H21 0.7105 2.5614 -4.3112
H22 -0.5254 2.1230 -2.2679
H23 0.4032 -0.3428 3.5020
H24 -0.8066 0.5985 2.6310
H25 -1.4503 -1.6277 4.6163
H26 -1.4229 0.0944 5.0100
H27 -3.3318 -1.3083 3.0868
H28 -3.1622 0.4597 3.2140
H29 -5.9042 0.1855 5.3753
H30 -5.7736 -0.5666 3.7695
H31 -5.1569 1.0793 4.0472
H32 -4.4620 -2.4758 4.9280
H33 -4.8009 -1.5562 6.4122
H34 -3.1369 -1.9648 6.0005

Cartesian forces, eV/Å:
C -0.02 -0.17 -0.17
C 0.21 0.02 0.35
O 0.01 -0.28 -0.23
N -0.16 0.15 -0.23
C 0.03 -0.27 -0.46
C -0.12 0.12 0.35
C -0.11 -0.25 -0.21
C 0.09 0.08 0.15
C -0.11 0.03 0.07
C 0.04 0.01 -0.09
C 0.05 -0.03 0.02
C 0.10 0.04 -0.17
C -0.24 0.10 0.05
C -0.01 -0.18 0.00
C 0.12 0.05 0.13
C -0.02 0.00 -0.01
C 0.01 0.00 0.01
C -0.04 -0.10 0.57
C -0.06 0.15 -0.34
C 0.21 0.06 0.23
N -0.04 0.04 -0.07
C 0.06 0.00 0.02
C 0.08 0.08 0.02
H 0.00 0.07 0.12
H -0.04 0.02 -0.02
H 0.06 0.08 0.07
H -0.05 0.17 0.06
H -0.02 -0.02 0.05
H 0.00 -0.02 -0.07
H -0.04 -0.02 -0.07
H -0.02 0.07 0.06
H 0.03 0.05 0.07
H 0.05 -0.07 0.10
H 0.12 -0.03 -0.06
H 0.04 0.02 -0.08
H 0.05 -0.14 0.03
H 0.11 -0.02 0.09
H 0.06 0.07 0.07
H 0.06 0.05 -0.12
H -0.10 0.09 0.00
H -0.04 -0.11 -0.03
H 0.05 0.03 -0.13
H -0.12 0.04 -0.03
H -0.02 0.07 -0.10
H -0.10 0.05 0.03
H -0.06 0.09 -0.07
H 0.10 -0.03 0.01
H 0.08 -0.02 0.08
H 0.00 0.00 0.08
H -0.05 0.07 -0.05
H -0.01 -0.04 -0.07
H -0.09 0.02 -0.01
H -0.04 -0.02 -0.02
H -0.06 0.03 -0.04
H -0.02 -0.04 -0.02
H -0.01 -0.06 0.05
H 0.01 -0.11 0.05

Its relative energy (zero: lowest compared OMol25 entry of this formula, charge and spin) is 0.102 eV. As for the multiplicity: 1. Its frontier orbital gap is 9.390 eV. The value obtained for the LUMO energy is 0.74 eV. As for the SMILES: CC(=O)N(CCCc1ccc(C(C)(C)C)cc1)CCCN(C)C. The HOMO energy is -0.3178 Eh. For the strongest force on any atom, the calculation gives 0.58 eV/Å. Its molar mass is 318.5 u. For the calculated total energy, the calculation gives -26320.196 eV.